1.
DFT (ωB97M-V/def2-TZVPD) results for a 2-piece molecular cluster, C9H14 overall.

Structure (ORCA input):
```
! wB97M-V def2-TZVPD RIJCOSX def2/J DEFGRID3
* xyz 0 1
C -1.486 1.983 -0.722
C -1.717 0.812 0.200
C -2.091 -0.426 -0.307
C -2.203 -1.522 0.537
C -1.910 -1.400 1.884
C -1.524 -0.159 2.389
C -1.373 0.921 1.543
H -1.847 2.906 -0.269
H -1.910 1.828 -1.708
H -0.413 2.115 -0.859
H -2.311 -0.519 -1.363
H -2.437 -2.510 0.170
H -1.893 -2.248 2.551
H -1.223 -0.128 3.430
H -0.991 1.853 1.943
C 3.514 -0.710 -1.794
C 2.831 -0.173 -0.507
H 2.902 -0.463 -2.665
H 4.473 -0.211 -1.946
H 3.588 -1.798 -1.782
H 2.509 0.844 -0.728
H 3.555 -0.204 0.297
H 1.957 -0.792 -0.295
*
```

Values from the calculation:
E_HOMO = -9.0 eV
LUMO energy = 0.970 eV
SMILES = Cc1ccccc1.CC
ΔE to the lowest compared entry with this formula, charge and spin = 5.2 kcal per mole
M = 122.21 g/mol
Kohn-Sham gap = 0.367 hartree

Here are the natural (NBO) charges for atoms 1 to 8, given in e: number 1, C, carries -0.630; number 2, C, carries 0.001; number 3, C, carries -0.224; number 4, C, carries -0.203; number 5, C, carries -0.224; number 6, C, carries -0.198; number 7, C, carries -0.223; number 8, H, carries 0.218


2.
DFT (ωB97M-V/def2-TZVPD) results for one molecule with the formula C5H8FNO2.

Structure (ORCA input):
```
! wB97M-V def2-TZVPD RIJCOSX def2/J DEFGRID3
* xyz 0 1
N -1.125 1.549 -0.057
C -0.116 0.380 -0.111
C -1.175 -0.897 0.152
O -1.878 -1.069 1.235
O -1.632 -1.441 -0.969
C 0.923 0.366 1.054
C 1.774 -0.403 0.070
F 1.698 -1.840 0.177
C 0.933 0.228 -1.016
H -1.735 1.405 0.805
H -1.750 1.498 -0.781
H -2.710 -1.681 -0.762
H 0.476 -0.054 1.864
H 1.429 1.309 1.404
H 2.811 -0.171 0.279
H 0.493 -0.306 -1.944
H 1.584 1.127 -1.400
*
```

Values from the calculation:
E_HOMO = -9.8 eV
LUMO energy = 0.312 eV
SMILES = N[C@]1(C(=O)O)C[C@@H](F)C1
ΔE to the lowest compared entry with this formula, charge and spin = 62.0 kcal per mole
M = 133.12 g/mol
Kohn-Sham gap = 0.373 hartree

Here are the natural (NBO) charges for atoms 1 to 8, given in e: number 1, N, carries -0.798; number 2, C, carries 0.075; number 3, C, carries 0.775; number 4, O, carries -0.654; number 5, O, carries -0.685; number 6, C, carries -0.446; number 7, C, carries 0.207; number 8, F, carries -0.375


3.
DFT (ωB97M-V/def2-TZVPD) results for C26H45MnP2Si as an isolated structure.

Structure (ORCA input):
```
! wB97M-V def2-TZVPD RIJCOSX def2/J DEFGRID3
* xyz 2 5
Mn 0.170 -0.478 0.504
C -0.707 -3.869 1.280
C 0.078 -2.653 1.706
C -0.481 -1.713 2.604
C -1.895 -1.880 3.102
C 0.316 -0.666 3.111
C -0.227 0.215 4.209
C 1.610 -0.466 2.598
C 2.421 0.729 3.033
C 2.178 -1.424 1.717
C 3.607 -1.294 1.268
C 1.433 -2.549 1.328
C 2.085 -3.660 0.544
H -0.450 -4.187 0.270
H -1.779 -3.716 1.328
H -0.475 -4.703 1.949
H -1.924 -2.609 3.916
H -2.567 -2.241 2.326
H -2.305 -0.948 3.480
H -0.893 0.998 3.832
H 0.570 0.696 4.765
H -0.799 -0.381 4.917
H 3.100 0.460 3.846
H 1.790 1.542 3.380
H 3.036 1.118 2.224
H 4.258 -1.822 1.970
H 3.943 -0.262 1.235
H 3.766 -1.727 0.283
H 1.994 -3.519 -0.538
H 1.640 -4.621 0.786
H 3.145 -3.727 0.773
C -3.200 1.339 1.496
P -1.590 1.377 0.630
C -0.905 2.980 1.163
C -2.081 1.550 -1.119
C -2.759 2.686 -1.553
C -3.149 2.815 -2.877
C -2.867 1.805 -3.785
C -2.217 0.653 -3.364
C -1.820 0.515 -2.036
P -1.115 -1.051 -1.441
C -0.420 -1.960 -2.844
C -2.599 -2.014 -1.002
H -3.728 2.271 1.291
H -3.057 1.245 2.572
H -3.810 0.509 1.144
H -1.481 3.812 0.760
H 0.133 3.083 0.854
H -0.952 3.022 2.252
H -2.985 3.490 -0.861
H -3.670 3.707 -3.200
H -3.166 1.905 -4.821
H -2.029 -0.136 -4.082
H -1.191 -2.175 -3.584
H -0.021 -2.908 -2.482
H 0.385 -1.394 -3.304
H -3.294 -1.987 -1.842
H -3.089 -1.582 -0.128
H -2.335 -3.048 -0.789
C 3.627 2.101 -1.772
Si 1.838 1.732 -2.110
C 1.651 0.885 -3.750
C 0.859 3.304 -2.076
C 1.489 0.515 -0.676
H 4.030 2.720 -2.580
H 4.234 1.194 -1.717
H 3.748 2.659 -0.839
H 2.016 1.553 -4.535
H 0.609 0.662 -3.981
H 2.241 -0.035 -3.811
H 1.336 4.008 -2.766
H 0.847 3.781 -1.094
H -0.167 3.158 -2.413
H 1.913 0.983 0.228
H 2.100 -0.371 -0.901
*
```

Values from the calculation:
E_HOMO (spin up / spin down) = -14.0 / -15.2 eV
Expectation value of S² = 6.3230
LUMO energy (spin up / spin down) = -7.328 / -6.439 eV
ΔE to the lowest compared entry with this formula, charge and spin = 0.0 kcal per mole
M = 502.62 g/mol
Kohn-Sham gap (spin up / spin down) = 0.244 / 0.323 hartree

Here are the Mulliken charges for atoms 1 to 8, given in e: number 1, Mn, carries 1.034; number 2, C, carries -2.199; number 3, C, carries 0.327; number 4, C, carries 0.462; number 5, C, carries -2.168; number 6, C, carries 1.396; number 7, C, carries -2.107; number 8, C, carries 0.677


4.
DFT (ωB97M-V/def2-TZVPD) results for one molecule with the formula C8H17B.

Structure (ORCA input):
```
! wB97M-V def2-TZVPD RIJCOSX def2/J DEFGRID3
* xyz 0 1
B -0.142 -2.246 -1.258
C 0.600 -1.280 -0.255
C 2.248 -1.185 -0.150
C 2.397 0.080 0.659
C 1.035 0.754 0.629
C 0.163 0.156 -0.452
C -1.354 0.440 -0.343
C -2.044 0.056 0.967
C -1.669 1.903 -0.518
H -0.418 -1.746 -2.317
H -0.473 -3.295 -0.793
H 0.310 -1.637 0.673
H 2.643 -0.979 -1.202
H 2.994 -2.100 0.188
H 2.652 -0.256 1.763
H 3.227 0.669 0.445
H 0.503 0.704 1.699
H 1.243 1.854 0.665
H 0.567 0.507 -1.366
H -1.944 -0.084 -1.098
H -2.370 -1.029 0.843
H -2.930 0.614 1.300
H -1.180 0.137 1.659
H -1.175 2.497 0.232
H -2.777 1.990 -0.359
H -1.402 2.348 -1.568
*
```

Values from the calculation:
E_HOMO = -10.2 eV
LUMO energy = 0.325 eV
SMILES = B[C@H]1CCC[C@@H]1C(C)C
ΔE to the lowest compared entry with this formula, charge and spin = 32.7 kcal per mole
M = 124.04 g/mol
Kohn-Sham gap = 0.387 hartree

Here are the natural (NBO) charges for atoms 1 to 8, given in e: number 1, B, carries 0.511; number 2, C, carries -0.592; number 3, C, carries -0.369; number 4, C, carries -0.421; number 5, C, carries -0.401; number 6, C, carries -0.227; number 7, C, carries -0.220; number 8, C, carries -0.621


5.
DFT (ωB97M-V/def2-TZVPD) results for C4H11O3 as an isolated structure.

Structure (ORCA input):
```
! wB97M-V def2-TZVPD RIJCOSX def2/J DEFGRID3
* xyz 0 2
C -2.191 -0.111 -0.943
O -3.058 -0.854 -0.240
C -1.165 0.652 -0.060
C -0.398 -0.323 0.902
C 0.787 0.159 1.689
O 1.616 -0.350 -1.440
H -2.618 0.709 -1.585
H -1.471 -0.642 -1.644
H -1.233 1.783 -0.047
H -1.442 0.241 1.155
H -0.594 -1.371 0.612
H 1.733 -0.352 1.343
H 0.663 -0.127 2.725
H 0.935 1.188 1.703
H 0.726 -0.260 -1.040
H 4.068 0.543 -0.284
H 2.243 0.183 -0.878
O 3.291 0.684 0.232
*
```

Values from the calculation:
E_HOMO (spin up / spin down) = -6.9 / -7.0 eV
Expectation value of S² = 0.7561
LUMO energy (spin up / spin down) = -2.660 / -3.870 eV
ΔE to the lowest compared entry with this formula, charge and spin = 141.2 kcal per mole
M = 107.13 g/mol
Kohn-Sham gap (spin up / spin down) = 0.157 / 0.115 hartree

Here are the Mulliken charges for atoms 1 to 8, given in e: number 1, C, carries -0.259; number 2, O, carries -0.325; number 3, C, carries -0.234; number 4, C, carries 0.218; number 5, C, carries -1.268; number 6, O, carries -0.700; number 7, H, carries 0.359; number 8, H, carries 0.311


6.
DFT (ωB97M-V/def2-TZVPD) results for a 2-piece molecular cluster, C15H11N4O2 overall.

Structure (ORCA input):
```
! wB97M-V def2-TZVPD RIJCOSX def2/J DEFGRID3
* xyz -1 1
C -1.078 1.163 0.626
C -0.706 1.080 1.943
C -1.566 0.436 2.884
N -2.321 -0.076 3.620
C 0.404 1.799 2.487
N 1.295 2.397 2.983
C -0.349 2.022 -0.323
C 1.057 1.935 -0.391
C 1.788 2.767 -1.244
C 1.140 3.731 -2.016
C -0.260 3.830 -1.971
C -0.999 2.988 -1.136
H -2.056 0.806 0.321
H 1.557 1.194 0.233
H 2.868 2.643 -1.305
H 1.704 4.394 -2.673
H -0.777 4.554 -2.610
H -2.091 3.090 -1.049
C 1.528 -4.077 0.902
C 0.516 -3.163 0.311
C 0.358 -1.825 0.630
N -0.513 -0.958 0.115
C -1.430 -1.398 -0.804
O -2.326 -0.720 -1.319
N -1.309 -2.743 -1.159
C -0.402 -3.688 -0.683
O -0.446 -4.832 -1.113
H 1.447 -5.088 0.509
H 2.535 -3.707 0.684
H 1.397 -4.120 1.989
H 1.018 -1.381 1.399
H -1.982 -3.056 -1.838
*
```

Values from the calculation:
E_HOMO = -4.7 eV
LUMO energy = 2.656 eV
M = 279.28 g/mol
Kohn-Sham gap = 0.269 hartree

Here are the natural (NBO) charges for atoms 1 to 8, given in e: number 1, C, carries 0.104; number 2, C, carries -0.435; number 3, C, carries 0.326; number 4, N, carries -0.368; number 5, C, carries 0.303; number 6, N, carries -0.381; number 7, C, carries -0.113; number 8, C, carries -0.101